Model i:
Computed, not measured: a cluster of 2 separate species, C6H14O in total, with the ωB97M-V functional and the def2-TZVPD basis.

Summary:
structure (SMILES): C=C(CC)CC.O
molar mass: 102.2 g mol⁻¹
frontier orbital gap: 10.0149 eV

The geometry in ORCA input format:
```
! RIJCOSX wB97M-V def2-TZVPD def2/J DEFGRID3
* xyz 0 1
C -2.3626 0.4784 0.2741
C -1.4552 -0.5079 0.1550
C -1.3223 -1.3848 1.3989
C 0.1664 -1.5711 1.7937
C -0.6079 -0.7412 -1.1574
C -0.7227 0.4771 -2.1035
H -2.8398 0.5307 1.2398
H -2.4116 1.3579 -0.3529
H -1.7161 -2.3933 1.2975
H -1.9423 -0.9755 2.1889
H 0.4284 -2.5832 2.1064
H 0.4484 -1.0251 2.6946
H 0.8160 -1.1589 1.0371
H -0.9710 -1.6783 -1.5573
H 0.4171 -0.8177 -0.7899
H -1.3083 0.1989 -2.9780
H 0.3037 0.6042 -2.4550
H -1.0117 1.3750 -1.5697
O 5.2410 3.5620 -0.1932
H 5.0598 3.4083 -1.1364
H 5.7906 2.8446 0.1075
*
```

---

Model ii:
Computed, not measured: the molecule C6H14O, with the ωB97M-V functional and the def2-TZVPD basis.

Summary:
structure (SMILES): CCCCCCO
molar mass: 102.2 g mol⁻¹
frontier orbital gap: 10.2858 eV

The geometry in ORCA input format:
```
! RIJCOSX wB97M-V def2-TZVPD def2/J DEFGRID3
* xyz 0 1
C 0.1486 0.5673 3.0106
C 1.3484 0.8655 1.7525
C 1.1097 -0.0629 0.5461
C 0.3866 0.4005 -0.7251
C -0.4969 -0.7224 -1.2853
C -1.2939 -0.3050 -2.5094
O -2.0702 -1.4128 -2.9287
H 0.4274 1.2422 3.8189
H 0.1045 -0.4553 3.4648
H -0.9176 0.7895 2.7605
H 1.2027 1.9112 1.5003
H 2.3003 0.6427 2.2287
H 1.8047 -0.9031 0.3859
H 0.3936 -0.3015 1.3620
H 1.0367 0.7708 -1.5400
H -0.2508 1.2511 -0.4525
H 0.1183 -1.5913 -1.5539
H -1.1953 -1.0610 -0.5098
H -1.9353 0.5559 -2.2559
H -0.6066 0.0209 -3.3079
H -2.5780 -1.1474 -3.7048
*
```

---

Least stable = model ii